Density functional theory data (ωB97M-V/def2-TZVPD) for a molecular structure, C4H8O3.

```
15
Properties=species:S:1:pos:R:3:forces:R:3:mulliken_charge:R:1
C -0.98933 0.75693 -1.12279 0.01 0.05 -0.02 -1.357
C -0.66153 -0.53360 -0.40213 -0.14 0.21 0.09 0.180
O -0.05745 -1.43304 -1.29474 0.04 -0.19 0.06 -0.538
C 0.37576 -0.39724 0.72895 -0.06 0.09 -0.06 0.852
O 0.79154 -1.56161 1.23229 0.10 -0.12 0.01 -0.807
C 1.49893 0.61693 0.53745 0.11 0.32 0.16 -0.274
O 1.61870 1.62670 1.18311 -0.09 -0.45 -0.28 -0.469
H -1.73481 0.56822 -1.89923 0.09 0.02 0.11 0.360
H -1.39040 1.50245 -0.42692 0.05 -0.10 -0.09 0.355
H -0.09688 1.16947 -1.60458 -0.11 -0.05 0.07 0.382
H -1.56949 -0.96768 0.04748 0.12 0.04 -0.05 0.322
H 0.29583 -2.14473 -0.72877 -0.01 0.05 -0.16 0.373
H -0.32740 0.30489 1.67448 0.00 0.00 -0.06 0.141
H 0.01705 -0.53038 1.94277 -0.07 0.07 0.15 0.121
H 2.23278 0.28393 -0.22125 -0.03 0.07 0.07 0.360
```
Positions in Å, forces in eV/Å.

Properties
E_LUMO: 0.34 eV
Frontier orbital gap: 9.9 eV
Energy: -10415.6071 eV